Record 1
C5H9DyO3 as an isolated structure at a distorted geometry, computed with ωB97M-V/def2-TZVPD.

Properties
**HOMO energy (alpha / beta)**: -20.5 / -21.1 eV
**⟨S²⟩**: 12.644
**Kohn-Sham gap (alpha / beta)**: 0.2531 / 0.2294 Eh

The geometry in ORCA input format:
```
! RIJCOSX wB97M-V def2-TZVPD def2/J DEFGRID3
* xyz 3 7
H 0.682 1.573 -1.083
O 0.057 -0.146 -1.160
O -1.671 1.306 -0.941
O -0.602 0.445 0.914
C 1.122 0.473 -1.824
C -2.789 1.370 -0.362
C 1.260 0.116 -3.255
C -3.867 2.143 -0.932
C -0.498 0.729 -0.264
H 2.030 0.349 -1.223
H -2.913 0.773 0.553
H 1.296 1.049 -3.835
H 2.221 -0.403 -3.400
H 0.447 -0.530 -3.602
H -4.730 1.458 -1.023
H -4.180 2.875 -0.168
H -3.606 2.616 -1.881
Dy 0.199 -0.732 3.145
*
```

Löwdin population analysis, charges in e, atoms 1 to 8: 0.228 0.000 0.187 -0.030 -0.110 0.004 0.022 0.069

***

Record 2
A 3-piece molecular cluster, C19H34O9 overall, computed with ωB97M-V/def2-TZVPD.

Properties
**SMILES string**: CC(C)CCCOC(=O)CCCCO.C[C@@H]1COC(=O)O1.C[C@@H]1COC(=O)O1
**HOMO energy**: -9.7 eV
**Kohn-Sham gap**: 0.3825 Eh

The geometry in ORCA input format:
```
! RIJCOSX wB97M-V def2-TZVPD def2/J DEFGRID3
* xyz 0 1
C 2.624 -1.583 1.137
C 3.229 -0.310 0.548
C 4.243 -0.661 -0.558
C 2.141 0.676 0.067
C 1.800 1.814 1.039
C 0.452 1.708 1.713
O 0.361 0.459 2.425
C -0.908 -0.045 2.540
O -1.662 0.344 3.378
C -1.203 -1.129 1.541
C -2.617 -1.683 1.616
C -3.709 -0.698 1.175
C -3.374 0.075 -0.091
O -2.881 -0.756 -1.139
H 1.916 -2.029 0.431
H 3.403 -2.322 1.345
H 2.093 -1.379 2.066
H 3.773 0.182 1.363
H 4.189 0.031 -1.399
H 5.269 -0.654 -0.182
H 4.068 -1.666 -0.951
H 2.451 1.117 -0.882
H 1.227 0.110 -0.147
H 1.816 2.767 0.507
H 2.569 1.893 1.813
H -0.363 1.766 0.982
H 0.318 2.522 2.429
H -0.979 -0.737 0.544
H -0.463 -1.915 1.721
H -2.819 -1.970 2.650
H -2.671 -2.597 1.023
H -4.632 -1.255 1.002
H -3.890 0.010 1.986
H -4.266 0.609 -0.438
H -2.608 0.832 0.104
H -3.204 -1.656 -0.992
C -7.349 -2.297 -4.535
C -7.088 -2.506 -3.069
C -6.753 -1.258 -2.269
O -5.879 -1.775 -1.259
C -5.271 -2.872 -1.758
O -4.312 -3.383 -1.266
O -5.887 -3.287 -2.878
H -8.221 -1.655 -4.665
H -6.489 -1.826 -5.010
H -7.544 -3.246 -5.032
H -7.905 -3.055 -2.593
H -7.606 -0.783 -1.794
H -6.199 -0.532 -2.869
C 6.731 2.195 2.151
C 6.230 2.292 0.735
C 6.929 3.305 -0.153
O 5.882 3.715 -1.039
C 4.696 3.511 -0.417
O 3.647 3.905 -0.811
O 4.879 2.793 0.714
H 7.774 1.874 2.152
H 6.659 3.163 2.647
H 6.149 1.469 2.716
H 6.215 1.311 0.252
H 7.750 2.899 -0.737
H 7.267 4.173 0.418
*
```

Löwdin population analysis, charges in e, atoms 1 to 8: -0.082 -0.409 -0.072 -0.149 -0.167 -0.169 -0.044 -0.483

***

Record 3
A 13-piece molecular cluster, C72H175N13O13 overall at a distorted geometry, computed with ωB97M-V/def2-TZVPD.

Properties
**Energy relative to the best compared isomer or geometry (same formula, charge and spin)**: 10.930 eV
**HOMO energy**: -8.0 eV
**Kohn-Sham gap**: 0.3042 Eh

The geometry in ORCA input format:
```
! RIJCOSX wB97M-V def2-TZVPD def2/J DEFGRID3
* xyz 0 1
C 0.122 5.168 3.356
C -0.146 6.034 2.164
C -1.544 6.627 1.918
O -1.656 6.913 0.477
C -3.024 6.998 -0.038
N 0.859 7.108 2.281
H 1.170 4.888 3.459
H -0.482 4.265 3.261
H -0.141 5.690 4.276
H -0.045 5.450 1.249
H -1.564 7.567 2.469
H -2.265 5.892 2.276
H -3.699 6.453 0.622
H -3.001 6.548 -1.030
H -3.245 8.064 -0.093
H 0.934 7.599 1.402
H 0.490 7.708 3.004
C 6.577 -4.603 0.101
C 5.066 -4.944 0.319
C 4.244 -4.607 -0.924
O 4.233 -3.199 -1.007
C 3.605 -2.729 -2.193
N 4.959 -6.388 0.421
H 6.673 -3.631 -0.382
H 7.104 -5.261 -0.590
H 6.986 -4.508 1.107
H 4.690 -4.405 1.189
H 3.280 -5.116 -0.909
H 4.895 -5.052 -1.676
H 2.585 -3.111 -2.227
H 4.044 -3.136 -3.104
H 3.539 -1.657 -2.381
H 5.844 -6.644 0.836
H 4.191 -6.572 1.051
C 1.271 -4.441 2.577
C 1.283 -5.723 3.360
C 2.603 -6.510 3.066
O 2.644 -6.891 1.736
C 2.244 -8.207 1.351
N 1.203 -5.493 4.847
H 0.537 -3.766 3.018
H 1.127 -4.684 1.524
H 2.199 -3.892 2.740
H 0.447 -6.333 3.017
H 2.736 -7.381 3.708
H 3.498 -5.949 3.335
H 2.008 -8.138 0.289
H 1.354 -8.417 1.944
H 3.153 -8.797 1.469
H 1.762 -4.778 5.291
H 0.255 -5.325 5.150
C 0.844 -6.333 -2.545
C 1.587 -7.081 -3.589
C 1.153 -6.917 -5.017
O 0.826 -8.079 -5.745
C -0.139 -7.822 -6.714
N 2.998 -6.724 -3.508
H 1.426 -6.192 -1.634
H -0.107 -6.698 -2.156
H 0.679 -5.308 -2.878
H 1.368 -8.112 -3.311
H 2.004 -6.560 -5.596
H 0.523 -6.034 -5.124
H 0.000 -6.985 -7.399
H -1.066 -7.612 -6.181
H -0.374 -8.707 -7.305
H 3.494 -7.397 -4.075
H 3.538 -6.567 -2.668
C -1.352 -4.101 -7.877
C -1.777 -3.780 -6.462
C -2.635 -2.571 -6.223
O -2.795 -2.271 -4.828
C -1.524 -1.606 -4.335
N -2.476 -4.976 -5.924
H -1.212 -3.156 -8.402
H -2.144 -4.692 -8.336
H -0.497 -4.764 -7.739
H -0.913 -3.678 -5.805
H -3.626 -2.656 -6.668
H -2.227 -1.616 -6.553
H -0.588 -2.149 -4.468
H -1.672 -1.449 -3.266
H -1.274 -0.598 -4.665
H -3.384 -5.002 -6.365
H -2.620 -5.121 -4.935
C -3.998 -4.686 -1.060
C -3.685 -3.101 -0.959
C -4.958 -2.291 -0.428
O -6.078 -2.425 -1.275
C -7.149 -1.833 -0.561
N -2.660 -2.891 0.028
H -5.038 -4.905 -1.299
H -3.919 -5.050 -0.035
H -3.311 -5.125 -1.784
H -3.271 -2.794 -1.919
H -4.649 -1.259 -0.264
H -5.142 -2.727 0.554
H -7.358 -2.406 0.343
H -8.086 -1.882 -1.115
H -6.874 -0.784 -0.447
H -3.029 -3.221 0.908
H -1.810 -3.393 -0.187
C -2.077 0.077 4.425
C -2.767 -1.173 4.887
C -1.769 -2.380 5.347
O -2.666 -3.421 5.784
C -2.034 -4.719 5.995
N -3.839 -0.971 5.749
H -1.324 0.491 5.097
H -2.881 0.790 4.243
H -1.642 -0.166 3.456
H -3.141 -1.696 4.007
H -0.987 -2.133 6.065
H -1.200 -2.823 4.529
H -1.172 -4.734 6.662
H -1.608 -5.071 5.055
H -2.730 -5.371 6.521
H -3.822 -1.731 6.414
H -3.471 -0.213 6.306
C -5.263 0.319 -2.971
C -5.238 -0.239 -4.424
C -5.819 -1.697 -4.666
O -7.255 -1.638 -4.539
C -7.883 -2.773 -4.172
N -5.984 0.666 -5.226
H -6.289 0.112 -2.667
H -5.076 1.393 -2.952
H -4.569 -0.187 -2.300
H -4.273 -0.286 -4.929
H -5.337 -2.379 -3.965
H -5.609 -2.049 -5.676
H -7.702 -3.565 -4.899
H -8.918 -2.455 -4.046
H -7.532 -3.146 -3.210
H -5.598 0.521 -6.148
H -6.927 0.308 -5.272
C -1.094 2.411 1.128
C -1.376 1.223 0.170
C -0.116 0.663 -0.616
O 0.793 0.188 0.361
C 1.769 -0.734 -0.157
N -2.009 0.232 0.960
H -2.077 2.753 1.453
H -0.593 3.238 0.624
H -0.504 2.197 2.019
H -2.016 1.644 -0.606
H 0.525 1.354 -1.162
H -0.283 -0.062 -1.413
H 2.246 -0.326 -1.049
H 1.285 -1.683 -0.388
H 2.524 -0.936 0.603
H -1.459 0.299 1.805
H -1.660 -0.659 0.637
C 4.825 -2.662 9.044
C 5.752 -2.361 7.740
C 6.914 -3.369 7.867
C 7.793 -3.565 6.661
C 7.102 -3.066 5.420
C 5.520 -3.253 5.414
N 4.939 -2.692 6.603
O 3.698 -2.080 6.450
C 5.114 -2.442 4.108
C 5.082 -4.797 5.358
C 6.289 -0.902 7.780
H 3.844 -2.187 9.013
H 5.228 -2.282 9.983
H 4.635 -3.722 9.208
H 7.487 -3.138 8.765
H 6.516 -4.368 8.044
H 8.146 -4.561 6.396
H 8.665 -2.963 6.917
H 7.572 -3.733 4.697
H 7.332 -2.033 5.162
H 4.461 -1.585 4.274
H 6.016 -2.236 3.532
H 4.585 -3.228 3.569
H 4.001 -4.938 5.384
H 5.469 -5.218 4.431
H 5.401 -5.501 6.126
H 5.470 -0.204 7.605
H 7.039 -0.644 7.032
H 6.541 -0.529 8.772
H 3.057 -2.792 6.512
C 6.270 3.657 -2.176
C 6.004 2.893 -0.832
C 7.160 3.318 0.181
C 6.802 4.686 0.832
C 5.361 4.605 1.462
C 4.222 4.180 0.501
N 4.620 2.936 -0.242
O 3.550 2.346 -0.966
C 2.990 3.793 1.236
C 3.870 5.305 -0.374
C 6.161 1.327 -1.098
H 6.937 3.193 -2.903
H 6.647 4.671 -2.045
H 5.331 3.685 -2.729
H 7.396 2.520 0.885
H 8.121 3.548 -0.279
H 6.882 5.544 0.165
H 7.559 4.842 1.600
H 5.109 5.549 1.945
H 5.287 3.917 2.305
H 2.112 4.271 0.803
H 2.854 2.716 1.333
H 2.886 4.280 2.205
H 3.195 4.948 -1.151
H 3.388 6.141 0.132
H 4.830 5.694 -0.713
H 5.650 0.957 -1.988
H 5.807 0.905 -0.158
H 7.227 1.112 -1.170
H 3.466 1.413 -0.755
C -7.023 2.964 0.928
C -6.979 4.404 1.547
C -6.722 5.278 0.304
C -6.847 6.833 0.505
C -8.350 7.069 1.032
C -8.734 6.197 2.403
N -8.310 4.831 2.207
O -8.624 4.066 3.273
C -8.114 6.950 3.649
C -10.261 6.280 2.483
C -5.713 4.470 2.464
H -6.162 2.888 0.263
H -7.865 2.811 0.253
H -7.100 2.276 1.769
H -5.761 5.158 -0.196
H -7.413 5.172 -0.532
H -6.562 7.434 -0.359
H -6.176 7.028 1.342
H -8.939 6.818 0.150
H -8.629 8.112 1.182
H -8.372 8.009 3.641
H -8.616 6.536 4.523
H -7.025 6.910 3.653
H -10.725 5.445 3.008
H -10.532 7.248 2.903
H -10.800 6.291 1.536
H -5.881 3.926 3.394
H -5.436 5.505 2.668
H -4.861 3.927 2.055
H -9.356 3.511 2.995
C 2.481 6.995 -6.627
C 2.000 6.183 -5.475
C 0.515 6.518 -5.136
C -0.201 5.605 -4.094
C -0.067 4.165 -4.626
C 1.430 3.768 -5.140
N 2.079 4.787 -5.936
O 3.376 4.421 -6.347
C 2.197 3.124 -3.869
C 1.125 2.536 -6.043
C 2.906 6.594 -4.302
H 3.533 6.941 -6.907
H 1.905 6.765 -7.523
H 2.244 8.044 -6.448
H 0.457 7.546 -4.777
H -0.084 6.373 -6.035
H 0.445 5.712 -3.222
H -1.206 6.024 -4.054
H -0.713 3.983 -5.485
H -0.435 3.527 -3.823
H 2.102 3.867 -3.077
H 3.232 2.891 -4.119
H 1.580 2.302 -3.505
H 0.787 1.577 -5.649
H 2.079 2.109 -6.351
H 0.541 2.846 -6.909
H 3.933 6.457 -4.640
H 2.582 7.531 -3.849
H 2.734 5.884 -3.493
H 3.969 4.614 -5.617
*
```

Löwdin population analysis, charges in e, atoms 1 to 8: -0.067 -0.451 -0.162 -0.211 -0.066 0.038 0.065 0.061

***

Record 4
C45H35F9N3O2PS2Tc as an isolated structure at a distorted geometry, computed with ωB97M-V/def2-TZVPD.

Properties
**HOMO energy (alpha / beta)**: -13.4 / -13.4 eV
**⟨S²⟩**: 3.781
**Kohn-Sham gap (alpha / beta)**: 0.2802 / 0.2306 Eh

The geometry in ORCA input format:
```
! RIJCOSX wB97M-V def2-TZVPD def2/J DEFGRID3
* xyz 2 4
Tc 0.407 1.058 -0.110
O 0.433 1.835 1.781
N 1.634 2.050 2.340
C 1.579 2.638 3.596
C 2.731 3.090 4.222
C 3.909 3.016 3.508
C 3.956 2.410 2.257
C 2.792 1.943 1.639
S 2.721 1.225 0.015
H 0.590 2.690 4.037
H 2.644 3.604 5.188
H 4.872 3.383 3.922
H 4.906 2.331 1.726
C 0.917 -0.543 -2.644
N 0.600 0.773 -2.163
C 0.363 1.862 -2.880
C 0.172 3.053 -2.202
C 0.139 4.443 -2.538
C 0.112 5.136 -1.317
C 0.108 4.209 -0.252
N 0.131 2.977 -0.803
C 1.845 -0.588 -3.837
C 1.669 -1.672 -4.740
C 2.524 -1.888 -5.776
C 3.637 -1.096 -5.908
C 3.837 0.017 -5.081
C 2.946 0.290 -4.008
H 0.053 -1.201 -2.789
H 1.525 -0.972 -1.851
H 0.421 1.776 -3.943
H 0.143 4.903 -3.542
H 0.135 6.209 -1.191
H 0.200 4.399 0.795
H 0.779 -2.307 -4.672
H 2.353 -2.694 -6.502
H 4.248 -1.183 -6.821
H 4.642 0.743 -5.258
H 3.109 1.135 -3.348
C -4.215 0.806 -0.008
S -2.770 1.898 -0.246
O -1.658 0.778 -0.232
C -3.030 2.337 -1.927
C -3.225 3.696 -2.135
C -3.456 4.130 -3.439
C -3.700 3.221 -4.402
C -3.434 1.848 -4.184
C -3.084 1.393 -2.959
H -4.184 0.163 -0.882
H -5.105 1.442 -0.018
H -4.234 0.276 0.924
H -3.036 4.394 -1.342
H -3.562 5.174 -3.639
H -3.915 3.517 -5.416
H -3.471 1.167 -4.995
H -2.847 0.316 -2.854
F -0.967 -6.579 -2.560
C -1.204 -5.284 -2.895
F -2.499 -5.116 -3.253
F -0.450 -4.976 -3.951
C -0.889 -4.291 -1.759
C -1.654 -3.141 -1.637
C -1.196 -2.247 -0.728
C -0.036 -2.498 0.067
C 0.626 -3.682 -0.092
C 0.220 -4.619 -0.962
P 0.116 -1.108 1.230
C -1.376 -1.311 2.249
C -1.994 -2.589 2.414
C -3.111 -2.764 3.199
C -3.664 -1.738 3.882
C -3.145 -0.451 3.661
C -2.048 -0.255 2.909
C -4.687 -1.980 4.950
F -5.588 -0.963 5.046
F -4.054 -1.989 6.143
F -5.387 -3.109 4.883
C 1.475 -1.226 2.385
C 2.808 -1.434 1.998
C 3.818 -1.367 2.937
C 3.501 -1.077 4.252
C 2.183 -0.952 4.712
C 1.158 -0.941 3.727
C 4.586 -0.952 5.245
F 5.258 -2.130 5.382
F 5.499 -0.020 4.865
F 4.126 -0.624 6.491
H -2.538 -2.983 -2.246
H -1.753 -1.319 -0.509
H 1.430 -3.872 0.623
H 0.755 -5.557 -1.233
H -1.560 -3.379 1.829
H -3.447 -3.727 3.411
H -3.713 0.354 4.110
H -1.640 0.768 2.783
H 3.149 -1.604 0.957
H 4.854 -1.413 2.687
H 2.030 -0.774 5.757
H 0.155 -0.689 3.943
*
```

Löwdin population analysis, charges in e, atoms 1 to 8: 1.331 -0.324 -0.164 0.030 -0.013 -0.026 -0.042 -0.555

***

Record 5
An isolated ion of composition C5H15N2O and charge +1 at a distorted geometry, computed with ωB97M-V/def2-TZVPD.

Properties
**SMILES string**: CNC[C@H]([NH3+])[C@@H](C)O
**Energy relative to the best compared isomer or geometry (same formula, charge and spin)**: 3.853 eV
**HOMO energy**: -13.1 eV
**Kohn-Sham gap**: 0.3621 Eh

The geometry in ORCA input format:
```
! RIJCOSX wB97M-V def2-TZVPD def2/J DEFGRID3
* xyz 1 1
C -2.590 0.603 1.935
N -1.467 1.253 1.153
C -0.988 0.148 0.283
C 0.469 -0.177 0.378
N 1.253 1.123 0.448
C 1.075 -0.956 -0.814
C 0.273 -1.752 -1.971
O 2.157 -0.255 -1.273
H -3.213 1.432 2.454
H -3.507 0.000 1.430
H -2.243 -0.229 2.493
H -1.610 2.113 0.801
H -1.686 -0.795 0.435
H -1.336 0.359 -0.732
H 0.732 -0.936 1.132
H 0.862 1.541 1.359
H 0.981 1.613 -0.399
H 2.271 1.022 0.484
H 1.371 -1.758 -0.226
H -0.703 -1.260 -2.180
H 0.067 -2.815 -1.755
H 0.739 -1.830 -2.938
H 2.084 -0.234 -2.252
*
```

Löwdin population analysis, charges in e, atoms 1 to 8: -0.127 -0.080 -0.205 -0.225 0.215 -0.378 0.015 -0.014

***

Record 6
BeH10O9S as an isolated structure at a distorted geometry, computed with ωB97M-V/def2-TZVPD.

Properties
**Energy relative to the best compared isomer or geometry (same formula, charge and spin)**: 0.000 eV
**HOMO energy**: -6.9 eV
**Kohn-Sham gap**: 0.2066 Eh

The geometry in ORCA input format:
```
! RIJCOSX wB97M-V def2-TZVPD def2/J DEFGRID3
* xyz 0 1
Be -15.118 -7.754 3.334
S -13.314 -7.275 1.041
O -14.141 -7.111 -0.140
O -12.336 -8.332 0.882
O -12.624 -6.083 1.388
O -14.184 -7.531 2.225
O -17.108 -8.216 5.693
H -17.502 -8.907 6.188
H -16.200 -8.063 6.097
O -12.550 -8.501 4.205
H -12.195 -9.194 4.722
H -11.826 -8.301 3.539
O -16.825 -7.334 2.760
H -17.586 -7.069 3.272
H -17.111 -7.511 1.855
O -14.778 -6.840 4.706
H -14.319 -7.277 5.479
H -14.196 -6.077 4.485
O -15.210 -9.453 3.719
H -14.548 -10.118 3.450
H -15.991 -10.031 3.735
*
```

Löwdin population analysis, charges in e, atoms 1 to 8: 0.111 0.200 -0.360 -0.365 -0.356 -0.320 -0.044 0.027

***

E? In order: -1305.27546; -1421.56307; -4537.50041; -4167.37271; -383.90943; -1096.18035 a.u..